{
  "formula": "C55H73F5NOP2PtSi",
  "method": "wB97M-V/def2-TZVPD",
  "largest_force_ev_per_a": 1.92,
  "homo_ev": -3.885,
  "molar_mass_g_mol": 1144.3,
  "e_above_lowest_kj_mol": 286.5,
  "charge": -1,
  "symbols": ["Pt", "C", "Si", "C", "C", "C", "C", "C", "C", "P", "C", "C", "C", "C", "C", "C", "C", "C", "C", "C", "C", "C", "C", "C", "C", "C", "C", "C", "P", "C", "C", "C", "C", "C", "C", "C", "C", "C", "C", "C", "C", "H", "H", "H", "H", "H", "H", "H", "H", "H", "H", "H", "H", "H", "H", "H", "H", "H", "H", "H", "H", "H", "H", "H", "H", "H", "H", "H", "H", "H", "H", "H", "H", "H", "H", "H", "H", "H", "H", "H", "H", "H", "H", "H", "H", "H", "H", "H", "H", "H", "H", "H", "H", "H", "H", "H", "C", "C", "C", "C", "C", "C", "C", "C", "N", "C", "C", "C", "C", "H", "H", "H", "H", "H", "H", "H", "H", "H", "H", "H", "H", "H", "H", "H", "H", "H", "H", "F", "C", "C", "F", "C", "F", "C", "O", "C", "F", "C", "F"],
  "coordinates": [[0.635, -0.226, -0.392], [-0.304, -3.473, 1.171], [-0.870, -1.834, 0.337], [-2.322, -1.245, 1.439], [-3.653, -1.468, 1.091], [-4.689, -1.094, 1.931], [-4.411, -0.488, 3.146], [-3.096, -0.263, 3.520], [-2.048, -0.617, 2.674], [-0.277, -0.609, 3.142], [-0.396, -1.554, 4.760], [0.997, -1.744, 5.369], [0.903, -2.476, 6.709], [0.221, -3.832, 6.534], [-1.156, -3.659, 5.894], [-1.038, -2.930, 4.555], [0.372, 1.035, 3.794], [0.322, 2.138, 2.724], [-0.898, 3.043, 2.840], [-1.051, 3.616, 4.243], [-1.238, 2.461, 5.217], [-0.012, 1.554, 5.188], [-1.645, -2.568, -1.262], [-2.373, -3.760, -1.225], [-2.864, -4.352, -2.377], [-2.635, -3.752, -3.609], [-1.918, -2.569, -3.665], [-1.418, -1.981, -2.501], [-0.493, -0.405, -2.594], [0.643, -0.784, -4.018], [1.625, 0.377, -4.182], [2.558, 0.164, -5.382], [2.862, -1.327, -5.595], [2.839, -2.066, -4.259], [1.412, -2.083, -3.692], [-1.771, 0.795, -3.250], [-1.939, 0.967, -4.759], [-2.685, 2.294, -5.020], [-3.619, 2.673, -3.858], [-4.234, 1.424, -3.236], [-3.149, 0.505, -2.637], [-1.146, -3.938, 1.687], [0.484, -3.301, 1.905], [0.076, -4.176, 0.427], [-3.882, -1.943, 0.143], [-5.717, -1.265, 1.637], [-5.218, -0.193, 3.806], [-2.893, 0.185, 4.485], [-1.025, -0.992, 5.460], [1.496, -0.783, 5.512], [1.609, -2.330, 4.675], [0.325, -1.866, 7.412], [1.901, -2.607, 7.136], [0.129, -4.338, 7.499], [0.840, -4.459, 5.885], [-1.798, -3.077, 6.564], [-1.629, -4.635, 5.752], [-2.023, -2.825, 4.098], [-0.417, -3.520, 3.874], [1.427, 0.737, 3.862], [0.325, 1.670, 1.733], [1.228, 2.749, 2.793], [-1.796, 2.469, 2.597], [-0.811, 3.850, 2.113], [-1.908, 4.293, 4.287], [-0.159, 4.192, 4.514], [-2.128, 1.903, 4.916], [-1.394, 2.825, 6.236], [-0.147, 0.724, 5.885], [0.840, 2.136, 5.561], [-2.563, -4.234, -0.268], [-3.426, -5.277, -2.321], [-3.018, -4.199, -4.518], [-1.751, -2.096, -4.626], [0.069, -0.904, -4.940], [2.213, 0.452, -3.267], [1.086, 1.322, -4.292], [3.488, 0.710, -5.202], [2.110, 0.578, -6.290], [3.829, -1.446, -6.087], [2.107, -1.773, -6.251], [3.517, -1.568, -3.560], [3.194, -3.091, -4.385], [1.452, -2.209, -2.606], [0.866, -2.938, -4.097], [-1.406, 1.746, -2.851], [-2.517, 0.128, -5.158], [-0.980, 0.988, -5.280], [-3.264, 2.203, -5.943], [-1.959, 3.097, -5.170], [-4.403, 3.343, -4.218], [-3.065, 3.213, -3.086], [-4.792, 0.886, -4.010], [-4.951, 1.706, -2.462], [-3.425, -0.532, -2.830], [-3.088, 0.618, -1.555], [6.879, 2.194, -1.497], [5.390, 1.972, -1.419], [4.524, 2.801, -2.117], [3.143, 2.619, -1.993], [2.209, 3.547, -2.719], [2.673, 1.592, -1.211], [3.514, 0.635, -0.570], [4.903, 0.913, -0.662], [2.879, -0.388, 0.045], [3.464, -1.623, 0.573], [4.992, -1.793, 0.584], [2.993, -1.776, 2.025], [2.917, -2.802, -0.255], [7.105, 3.117, -2.031], [7.368, 1.369, -2.020], [7.314, 2.258, -0.497], [4.911, 3.607, -2.731], [2.536, 3.684, -3.752], [2.190, 4.527, -2.240], [1.192, 3.158, -2.720], [1.593, 1.466, -1.075], [5.630, 0.340, -0.116], [5.472, -1.093, 1.268], [5.421, -1.693, -0.413], [5.210, -2.802, 0.941], [3.397, -0.961, 2.629], [3.327, -2.729, 2.448], [1.907, -1.725, 2.056], [3.364, -2.792, -1.252], [1.835, -2.714, -0.349], [3.156, -3.756, 0.225], [-4.755, 6.057, -0.510], [-3.920, 4.997, -0.549], [-4.314, 3.748, -0.102], [-5.562, 3.582, 0.373], [-3.449, 2.676, -0.136], [-3.918, 1.496, 0.313], [-2.105, 2.730, -0.614], [-1.300, 1.752, -0.648], [-1.785, 4.038, -1.092], [-0.551, 4.241, -1.606], [-2.633, 5.121, -1.043], [-2.215, 6.319, -1.489]],
  "forces_ev_per_a": [[0.25, -1.05, -1.59], [0.36, 0.41, -0.15], [0.04, -0.23, -0.42], [0.45, 0.48, 0.10], [0.03, -0.07, -0.16], [-0.05, -0.02, -0.01], [-0.04, 0.02, 0.08], [-0.02, 0.05, -0.05], [-0.07, -0.09, -0.08], [-0.16, 0.25, 0.51], [0.17, -0.20, -0.51], [-0.10, 0.12, 0.23], [0.09, -0.13, -0.15], [-0.15, 0.15, 0.12], [0.16, -0.10, -0.13], [-0.10, 0.09, 0.23], [0.11, -0.16, -0.16], [-0.09, -0.12, -0.11], [0.03, 0.08, -0.02], [-0.18, -0.13, -0.04], [0.18, 0.11, 0.01], [-0.12, -0.15, 0.01], [0.14, 0.19, 0.22], [-0.13, -0.11, 0.06], [-0.02, 0.00, 0.04], [0.02, 0.09, -0.05], [-0.04, -0.07, -0.03], [-0.08, 0.02, -0.26], [-0.59, -0.60, 0.98], [0.40, 0.28, 0.67], [-0.06, -0.01, -0.21], [-0.07, -0.07, -0.02], [0.08, 0.02, 0.10], [-0.08, 0.03, -0.11], [0.09, 0.02, 0.00], [0.30, 0.08, 0.17], [0.12, -0.02, 0.00], [-0.05, -0.01, 0.10], [-0.08, -0.08, -0.08], [0.08, 0.07, -0.03], [-0.03, 0.04, 0.11], [-0.08, 0.07, -0.05], [0.00, -0.06, -0.02], [0.00, 0.03, -0.03], [-0.03, 0.06, 0.00], [0.00, -0.01, -0.02], [-0.01, 0.00, -0.01], [0.00, -0.06, -0.04], [-0.02, 0.01, -0.03], [0.04, -0.04, -0.04], [0.03, 0.04, -0.03], [0.02, 0.01, 0.03], [-0.01, 0.03, 0.03], [0.05, -0.05, -0.02], [0.01, -0.05, 0.03], [-0.03, -0.03, 0.02], [-0.04, 0.02, 0.02], [0.00, -0.03, -0.06], [-0.05, 0.01, 0.03], [-0.04, -0.02, -0.02], [0.09, 0.11, -0.08], [0.01, -0.02, 0.03], [-0.08, 0.03, -0.12], [-0.07, -0.02, -0.16], [0.03, 0.03, -0.02], [0.00, 0.02, 0.02], [0.01, 0.08, 0.10], [-0.05, -0.04, 0.00], [0.08, 0.09, 0.03], [0.01, 0.00, 0.02], [0.01, -0.04, -0.01], [0.00, 0.00, 0.03], [0.01, -0.01, 0.01], [0.01, -0.01, -0.02], [-0.18, 0.02, 0.11], [-0.02, 0.04, -0.05], [0.06, 0.03, 0.07], [-0.01, 0.03, -0.02], [0.02, 0.04, 0.01], [-0.03, -0.02, -0.05], [0.03, -0.01, -0.04], [0.01, -0.02, 0.02], [0.03, 0.01, 0.08], [0.02, -0.08, -0.03], [-0.03, 0.00, 0.04], [-0.02, -0.11, 0.01], [0.04, -0.04, -0.05], [-0.03, -0.05, -0.05], [0.02, 0.02, -0.02], [0.01, -0.01, -0.04], [0.03, 0.05, 0.02], [-0.08, 0.01, -0.11], [-0.03, -0.01, 0.00], [-0.02, -0.05, 0.00], [0.00, -0.04, -0.03], [0.01, -0.08, -0.15], [-0.06, 0.00, 0.00], [-0.15, -0.03, -0.10], [0.10, 0.04, -0.01], [0.01, 0.12, -0.01], [-0.05, -0.09, 0.06], [0.29, -0.22, 0.18], [-0.06, -0.03, 0.13], [0.07, 0.08, 0.05], [-0.54, -0.01, 0.36], [-0.08, -0.22, 0.11], [-0.13, 0.09, -0.05], [0.06, -0.03, -0.20], [0.08, 0.06, 0.17], [0.04, 0.00, 0.01], [0.03, 0.01, 0.01], [0.03, 0.00, -0.01], [-0.01, 0.01, 0.00], [0.00, 0.02, -0.01], [-0.04, 0.02, -0.02], [-0.01, 0.05, 0.01], [-0.20, 0.49, -0.22], [-0.02, -0.06, -0.03], [0.05, 0.02, -0.04], [0.04, 0.01, 0.01], [-0.02, -0.01, 0.02], [-0.03, 0.02, 0.03], [-0.02, -0.02, 0.02], [0.04, 0.04, 0.09], [-0.06, 0.01, -0.04], [0.04, -0.03, -0.05], [0.00, -0.02, -0.03], [-0.04, 0.00, 0.02], [0.08, -0.07, -0.05], [0.03, 0.13, -0.04], [-0.05, -0.02, 0.02], [0.22, -0.12, -0.01], [-0.08, -0.17, 0.20], [-0.13, 0.61, 0.12], [-0.12, 0.35, 0.44], [0.20, -0.15, 0.20], [0.00, 0.00, 0.01], [-0.07, 0.01, 0.01], [0.02, 0.05, -0.04]],
  "lowdin_charge": [0.648, -0.209, 0.506, -0.270, -0.094, -0.086, -0.082, -0.100, -0.374, 1.121, -0.445, -0.216, -0.202, -0.212, -0.200, -0.211, -0.418, -0.198, -0.193, -0.203, -0.203, -0.201, -0.281, -0.106, -0.085, -0.084, -0.101, -0.382, 1.067, -0.418, -0.215, -0.178, -0.203, -0.196, -0.198, -0.397, -0.190, -0.176, -0.192, -0.166, -0.181, 0.027, -0.008, 0.029, 0.095, 0.102, 0.100, 0.086, 0.101, 0.097, 0.110, 0.113, 0.106, 0.102, 0.113, 0.113, 0.106, 0.106, 0.093, 0.091, 0.071, 0.120, 0.110, 0.112, 0.107, 0.113, 0.085, 0.107, 0.082, 0.119, 0.100, 0.098, 0.098, 0.099, 0.103, 0.088, 0.100, 0.109, 0.104, 0.103, 0.108, 0.111, 0.107, 0.071, 0.111, 0.091, 0.108, 0.091, 0.103, 0.108, 0.110, 0.089, 0.108, 0.105, 0.100, 0.084, -0.066, -0.300, -0.059, -0.294, -0.052, -0.071, -0.301, -0.016, -0.054, -0.623, -0.073, -0.084, -0.065, 0.065, 0.074, 0.073, 0.101, 0.078, 0.083, 0.051, 0.040, 0.071, 0.076, 0.076, 0.078, 0.084, 0.081, -0.010, 0.073, 0.018, 0.083, 0.077, -0.167, -0.162, 0.092, -0.162, 0.078, -0.367, -0.152, -0.161, 0.071, -0.171, 0.093]
}